[1]
Molecular formula: C10H10FO2Se
Method: DFT, ωB97M-V with the def2-TZVPD basis set

The geometry in XYZ format:
```
24
Properties=species:S:1:pos:R:3:forces:R:3:mulliken_charge:R:1
C -0.450 3.557 -0.040 0.0 1.8 -1.3 -0.39
C -1.162 2.495 -0.647 0.1 0.9 0.3 -0.32
C 0.766 3.327 0.598 1.3 0.1 0.0 -0.25
C -0.618 1.194 -0.629 -2.9 1.0 -1.7 -0.43
C 1.205 1.993 0.768 -1.7 1.2 -0.9 -0.57
C 0.471 0.974 0.158 1.1 -1.9 0.8 0.49
C 3.383 -0.625 -0.792 0.0 1.4 0.1 0.74
C -1.596 -2.858 1.254 2.5 -0.2 -0.1 -1.50
C -0.347 -1.792 -0.641 -0.5 -0.5 0.5 -1.12
C -1.203 -2.945 -0.188 2.6 1.1 -0.1 0.74
O 2.969 -0.347 -1.834 -0.4 -0.4 -1.5 -0.41
O 4.040 -0.639 0.162 0.7 -0.8 1.1 -0.44
F -2.370 -2.924 -0.962 -1.0 -0.4 -0.3 -0.30
Se 0.939 -1.023 0.398 -0.1 1.5 1.5 -0.20
H -0.697 4.663 -0.331 0.1 -2.2 0.9 0.18
H -2.152 2.781 -1.096 1.2 -0.7 0.1 0.29
H 1.494 4.180 0.857 -1.5 -1.3 -0.1 0.24
H -1.172 0.423 -1.312 1.4 0.8 1.9 0.22
H 2.084 1.830 1.327 0.9 -0.5 0.5 0.42
H -2.116 -2.006 1.439 -1.8 2.8 0.1 0.40
H -2.258 -3.625 1.395 -1.4 -2.3 1.1 0.43
H -0.774 -2.737 1.992 -0.2 -0.9 -0.7 0.32
H 0.265 -1.974 -1.460 0.3 -0.9 -2.2 0.42
H -0.699 -3.923 -0.416 -0.7 0.4 0.1 0.07
```
Forces are in eV/Å.

The calculation puts the HOMO energy at -2.77 eV. Its net charge is -1. For the orbital gap, the calculation gives 0.2236 Eh.

=====

[2]
Molecular formula: C25H45KNO6Si4Te
Method: DFT, ωB97M-V with the def2-TZVPD basis set

The geometry in XYZ format:
```
83
Properties=species:S:1:pos:R:3:forces:R:3:mulliken_charge:R:1
K 0.075 -0.951 -1.715 0.3 -0.1 0.4 0.82
C -4.245 -0.718 0.352 -0.3 -1.9 -0.9 -0.61
C -3.015 -1.335 0.375 0.0 -0.9 0.1 0.03
C -2.865 -2.654 -0.088 0.3 0.9 1.0 -0.56
C -3.943 -3.333 -0.612 -0.1 -0.5 -0.5 -0.10
C -5.219 -2.750 -0.618 0.1 0.3 -0.6 -0.51
C -5.344 -1.456 -0.137 -0.3 1.3 0.2 -0.26
H -4.340 0.281 0.663 -0.3 1.1 0.4 0.50
H -2.152 -0.870 0.810 0.4 0.4 0.2 0.30
H -1.890 -3.106 0.106 -0.3 -0.1 -0.6 0.32
H -3.736 -4.287 -1.105 -0.4 0.1 0.4 0.33
H -6.082 -3.225 -1.120 0.6 0.1 0.5 0.33
H -6.294 -0.898 -0.177 0.3 -0.6 0.0 0.28
O 1.985 -4.369 -2.578 -0.8 0.7 1.5 -0.51
C 0.702 -4.326 -3.000 0.0 -0.5 -0.2 0.82
O -0.235 -4.074 -2.285 0.3 0.4 0.3 -0.55
C 0.501 -4.803 -4.435 -0.1 0.4 -0.1 -0.69
O -0.388 -3.960 -5.149 1.5 0.3 -0.2 -0.28
C 0.259 -2.852 -5.878 -0.2 -0.5 0.3 -0.63
C 0.427 -1.518 -5.040 0.7 -1.4 -0.3 0.82
O -0.063 -0.521 -5.594 0.0 0.6 0.4 -0.77
O 1.053 -1.611 -3.952 -0.4 0.0 -0.4 -0.81
H 1.950 -4.061 -1.615 0.2 -0.6 -1.6 0.39
H 0.020 -5.786 -4.378 0.0 0.1 0.1 0.32
H 1.467 -4.951 -4.928 0.0 0.3 -0.1 0.32
H -0.499 -2.644 -6.615 0.0 0.2 -0.5 0.29
H 1.218 -3.199 -6.395 -1.1 0.4 0.9 0.32
O -0.512 1.253 -3.372 0.8 -0.1 -0.3 -0.57
C -1.842 0.983 -3.072 -0.8 0.5 -0.9 -0.80
C -2.402 -0.210 -3.779 0.0 -0.7 0.5 0.40
C -3.255 -0.157 -4.857 -0.2 0.8 0.1 -0.94
C -3.997 -1.283 -5.142 -0.3 -0.3 -1.1 -0.54
C -3.717 -2.489 -4.533 -0.2 -0.6 0.1 -1.18
C -2.663 -2.490 -3.646 0.2 -0.9 0.9 -0.28
N -2.100 -1.372 -3.236 0.5 -0.3 0.7 0.91
H -0.289 0.801 -4.220 0.2 0.0 0.1 0.47
H -2.509 1.784 -3.365 0.0 0.8 -0.1 0.46
H -1.958 0.910 -1.998 -0.1 -0.4 0.4 0.18
H -3.318 0.787 -5.384 -0.5 -0.1 -0.1 0.52
H -4.763 -1.271 -5.906 0.0 0.2 -0.1 0.38
H -4.291 -3.414 -4.708 0.4 0.6 -0.1 0.44
H -2.271 -3.389 -3.141 -0.4 0.4 -0.5 0.51
C 5.093 0.761 3.091 0.6 0.7 -0.6 -1.10
Si 3.522 1.025 4.099 0.6 -0.7 0.9 0.27
C 3.862 2.456 5.312 0.7 0.8 -0.7 -1.05
C 3.410 -0.532 5.227 0.0 -0.6 0.0 -1.09
Si 1.684 1.164 2.693 -0.7 0.0 0.4 0.16
Te 1.034 -1.078 1.875 0.0 0.1 -0.1 -0.52
Si -0.059 2.174 3.976 0.5 0.1 -0.2 0.29
C -0.252 1.185 5.567 -1.1 -1.1 -0.5 -1.06
C 0.268 4.018 4.343 0.1 0.2 1.5 -1.08
C -1.662 2.115 2.969 0.7 -0.7 -0.4 -0.93
Si 2.203 2.609 0.979 1.0 1.7 -0.1 0.23
C 0.757 3.318 0.000 0.9 -0.5 -1.5 -0.71
C 3.116 4.215 1.642 -0.2 -1.1 1.5 -1.11
C 3.284 1.698 -0.272 0.8 -0.4 0.7 -0.71
H 5.966 0.458 3.691 -0.4 -0.1 0.0 0.38
H 5.410 1.725 2.608 -0.4 -0.8 0.2 0.24
H 4.919 0.011 2.298 0.1 0.3 0.3 0.26
H 4.721 2.165 5.918 0.0 -0.2 0.1 0.36
H 3.047 2.666 5.988 -0.4 0.0 0.2 0.31
H 4.186 3.425 4.851 -0.5 -0.7 0.1 0.28
H 4.123 -0.525 6.077 -0.2 0.3 -0.4 0.36
H 3.674 -1.450 4.643 -0.4 0.7 0.3 0.30
H 2.408 -0.705 5.671 0.4 0.1 -0.4 0.27
H 0.643 1.137 6.178 0.1 -0.1 0.0 0.24
H -0.531 0.157 5.194 0.7 0.7 0.4 0.26
H -1.117 1.438 6.195 0.2 0.4 -0.1 0.40
H 1.254 4.286 4.810 -0.8 -0.5 -0.3 0.28
H -0.540 4.469 4.986 0.7 -0.5 -0.4 0.36
H 0.238 4.562 3.429 -0.1 0.5 -1.0 0.31
H -2.063 1.095 2.964 -0.2 0.1 0.5 0.20
H -1.467 2.251 1.892 0.0 0.6 0.4 0.16
H -2.342 2.844 3.390 -0.5 0.1 -0.2 0.43
H 0.222 4.118 0.441 -0.7 0.7 0.8 0.45
H 0.093 2.491 -0.223 -0.5 -0.1 -0.1 -0.11
H 1.089 3.718 -0.998 0.0 -0.5 0.8 0.31
H 2.481 4.824 2.298 -0.4 -0.3 -0.1 0.28
H 3.368 4.878 0.852 0.5 0.5 -1.0 0.46
H 3.995 4.036 2.305 -0.3 -0.1 -0.8 0.22
H 2.641 0.914 -0.663 0.0 -0.1 -0.4 -0.01
H 4.102 1.143 0.248 -0.5 0.4 -0.2 0.19
H 3.761 2.274 -1.075 -0.4 0.0 0.1 0.38
```
Forces are in eV/Å.

The calculation puts the HOMO energy at -4.08 eV. Its net charge is -1. For the orbital gap, the calculation gives 0.2288 Eh.

=====

[3]
Molecular formula: C7H5ClFN2P
Method: DFT, ωB97M-V with the def2-TZVPD basis set

The geometry in XYZ format:
```
17
Properties=species:S:1:pos:R:3:forces:R:3:mulliken_charge:R:1
N -2.282 3.644 -0.689 -0.2 0.5 0.1 -0.45
C -1.471 2.881 -0.416 -0.7 0.2 -0.2 -0.06
C -0.535 1.851 -0.191 1.1 1.5 1.0 0.56
C -0.413 0.872 -1.062 -0.5 -1.7 0.0 -0.65
C 0.491 -0.268 -0.756 -0.1 -1.5 -1.1 0.03
P -0.656 -1.546 0.328 -0.1 1.4 0.2 -0.02
C 1.716 0.255 -0.088 -0.7 0.3 -0.9 -0.14
C 3.002 0.061 -0.418 -0.4 -0.3 -0.3 0.51
F 3.349 -0.732 -1.458 0.1 0.6 1.1 -0.23
Cl 4.210 0.912 0.450 0.5 -0.7 -0.8 -0.11
N 1.513 1.244 0.820 -0.3 1.6 2.8 -0.56
C 0.475 1.994 0.895 0.6 -4.1 -4.2 -0.40
H -1.180 0.726 -1.799 0.0 0.1 -0.6 0.41
H 0.762 -0.856 -1.695 -0.5 0.7 1.3 0.39
H -1.562 -0.596 1.127 1.4 -0.9 -1.1 0.06
H 0.319 -1.646 1.340 -0.1 -0.1 0.2 0.07
H 0.341 2.665 1.622 -0.2 2.6 2.8 0.60
```
Forces are in eV/Å.

Its SMILES is N#CC1=C[C@H](P)/C(=C(\F)Cl)N=C1. The calculation puts the HOMO energy (spin up / spin down) at -8.77 / -8.77 eV. Its net charge is 0. For the orbital gap (spin up / spin down), the calculation gives 0.2883 / 0.2883 Eh.

=====

[4]
Molecular formula: C2H5N3O2
Method: DFT, ωB97M-V with the def2-TZVPD basis set

The geometry in XYZ format:
```
12
Properties=species:S:1:pos:R:3:forces:R:3:mulliken_charge:R:1
O 1.346 -0.678 1.789 0.8 -2.6 2.1 -0.49
C 1.287 0.358 1.245 2.8 2.7 -3.3 0.21
N 0.082 0.866 0.861 3.3 6.3 -5.9 -0.28
N -0.866 -0.019 0.730 -2.1 -5.8 4.6 -0.38
C -0.948 -0.880 -0.345 -2.5 0.5 -4.4 0.07
N -0.956 -0.529 -1.715 -0.7 -4.2 6.3 -0.42
O -0.431 0.702 -1.929 3.7 0.0 -4.5 -0.42
H 2.286 0.941 0.749 -2.5 -1.0 1.8 0.23
H 0.153 1.319 -0.231 0.2 -0.8 3.9 0.45
H -0.607 -0.663 1.663 -1.7 1.5 -2.9 0.36
H -1.542 -1.802 0.023 1.2 1.3 -1.5 0.26
H 0.197 0.384 -2.840 -2.6 2.2 3.8 0.41
```
Forces are in eV/Å.

Its SMILES is O=CNN/C=N\O. The calculation puts the HOMO energy at -8.64 eV. Its net charge is 0. For the orbital gap, the calculation gives 0.3331 Eh.

=====

[5]
Molecular formula: C19H38BrF3N3O4PS
Method: DFT, ωB97M-V with the def2-TZVPD basis set

The geometry in XYZ format:
```
70
Properties=species:S:1:pos:R:3:forces:R:3:mulliken_charge:R:1
C 3.168 -0.689 -2.587 -0.1 -0.1 -0.2 -0.97
C 1.886 -1.388 -3.077 0.2 0.0 0.0 -0.38
C 0.665 -0.475 -3.158 -0.2 -0.3 0.0 -1.17
C 0.247 0.134 -1.821 0.0 0.1 -0.1 -1.03
C -0.079 -0.908 -0.746 0.2 -0.2 -0.1 0.13
O 1.141 -1.103 -0.037 0.0 0.2 0.0 -0.33
C 1.059 -1.732 1.200 0.3 0.0 0.1 0.01
P 2.834 -1.924 1.716 0.3 -0.6 -0.4 0.39
N 3.621 -2.913 0.809 -0.1 0.2 0.3 -0.73
C 0.187 -0.960 2.156 0.0 -0.3 0.1 0.02
Br 0.823 0.812 2.484 0.2 0.2 0.0 0.17
N -1.253 -0.935 1.602 0.4 0.0 0.3 0.19
C -2.114 -0.024 2.440 -0.1 0.3 -0.2 -1.03
N -1.743 -2.282 1.712 -0.2 -0.1 0.0 0.20
C -2.289 -2.713 2.990 -0.3 0.1 0.0 -1.28
C -2.125 -3.109 0.577 0.8 -0.1 -0.2 0.48
C -3.570 -3.470 0.474 -0.2 -0.2 0.4 -1.37
O -1.270 -3.549 -0.139 -0.5 0.3 0.0 -0.47
C -1.179 -0.346 0.178 0.0 0.4 -0.6 -1.05
C -2.583 -0.231 -0.446 -0.1 -0.2 0.1 -1.47
S -2.825 -1.147 -1.995 0.0 0.0 -0.1 -0.09
C -4.215 -0.170 -2.615 0.0 0.1 0.0 -0.42
C -5.487 -0.284 -1.790 0.0 0.0 -0.1 -1.07
H 3.046 0.393 -2.524 0.0 0.0 0.1 0.28
H 3.992 -0.874 -3.276 0.0 0.0 0.0 0.35
H 3.476 -1.067 -1.613 0.0 0.1 0.1 0.13
H 2.054 -1.813 -4.069 -0.1 0.0 0.0 0.58
H 1.671 -2.243 -2.428 0.0 0.0 0.0 0.11
H -0.185 -1.047 -3.548 0.0 0.0 0.0 0.27
H 0.849 0.329 -3.873 0.1 0.1 0.1 0.50
H 1.058 0.752 -1.426 -0.1 0.1 0.1 0.30
H -0.612 0.790 -1.984 0.0 0.0 0.0 0.62
H -0.356 -1.859 -1.198 -0.1 0.1 0.0 0.69
H 0.695 -2.766 1.155 -0.1 0.0 -0.2 0.20
H 2.680 -2.274 3.073 -0.1 0.3 0.2 0.06
H 3.292 -0.604 1.692 -0.1 0.2 0.1 0.08
H 3.976 -3.726 1.294 0.0 -0.1 -0.2 0.23
H 0.152 -1.488 3.108 -0.2 0.1 0.0 0.53
H -1.949 1.004 2.131 0.1 -0.1 0.0 0.40
H -1.835 -0.119 3.484 -0.1 -0.1 0.0 0.43
H -3.156 -0.279 2.272 0.1 -0.1 0.1 0.38
H -1.667 -2.385 3.819 0.0 0.0 0.0 0.38
H -3.321 -2.394 3.168 0.0 0.1 0.1 0.37
H -2.271 -3.802 2.988 0.0 0.0 0.0 0.44
H -3.849 -3.469 -0.574 0.0 -0.1 0.0 0.34
H -3.700 -4.473 0.891 0.0 0.0 -0.2 0.41
H -4.205 -2.802 1.053 0.0 0.1 -0.1 0.34
H -0.838 0.673 0.369 0.0 -0.1 0.3 0.61
H -3.342 -0.563 0.264 0.0 0.0 0.0 0.44
H -2.793 0.821 -0.645 0.1 0.0 -0.1 1.12
H -4.367 -0.523 -3.635 0.0 0.0 0.0 0.48
H -3.881 0.868 -2.672 0.0 0.0 -0.1 0.30
H -6.303 0.246 -2.283 0.0 0.0 0.0 0.42
H -5.359 0.161 -0.802 0.0 0.0 0.0 0.24
H -5.785 -1.326 -1.676 0.0 0.0 0.0 0.25
C 2.948 3.646 2.187 0.0 0.0 -0.2 -0.99
C 1.959 4.043 1.088 -0.6 -0.2 0.1 0.18
O 2.242 5.192 0.363 0.6 0.1 0.3 -0.45
C 3.044 4.942 -0.873 -0.1 0.0 -0.4 0.03
O 2.684 3.912 -1.560 -0.1 -0.1 0.0 -0.80
C 4.555 4.889 -0.500 0.1 0.2 0.2 0.71
F 4.924 5.765 0.477 0.0 -0.1 -0.1 -0.30
F 5.292 5.217 -1.582 0.1 0.0 -0.1 -0.29
F 5.004 3.680 -0.102 -0.1 -0.1 0.0 -0.26
H 3.257 4.501 2.789 -0.1 0.0 0.0 0.31
H 2.430 2.930 2.832 0.1 0.0 0.3 0.28
H 3.839 3.160 1.797 0.0 0.0 0.0 0.20
H 0.993 4.233 1.583 0.0 0.0 0.0 0.30
H 1.807 3.208 0.389 0.1 0.0 0.0 -0.07
H 2.957 5.949 -1.349 -0.1 -0.1 0.0 0.16
```
Forces are in eV/Å.

The calculation puts the HOMO energy at -5.75 eV. Its net charge is 0. For the orbital gap, the calculation gives 0.1768 Eh.

=====

[6]
Molecular formula: C3H3N3O
Method: DFT, ωB97M-V with the def2-TZVPD basis set

The geometry in XYZ format:
```
10
Properties=species:S:1:pos:R:3:forces:R:3:mulliken_charge:R:1
N -1.667 2.148 -1.728 0.0 0.4 -0.1 -0.33
C -1.304 1.151 -1.303 -0.5 -0.3 0.1 -0.05
C -0.898 -0.136 -0.718 4.2 -0.7 0.1 0.98
N 0.519 0.192 -0.080 -3.9 -0.1 -0.1 -0.54
O -1.740 -0.716 0.183 -0.4 1.7 1.8 -0.48
C -0.666 -1.171 -1.789 0.1 1.2 0.3 -0.02
N -0.287 -1.797 -2.669 -0.1 -0.5 -0.2 -0.35
H 1.097 0.866 -0.514 0.3 0.5 -0.7 0.21
H 0.986 -0.550 0.378 0.2 -0.9 0.0 0.19
H -1.818 -0.056 0.938 0.0 -1.2 -1.0 0.38
```
Forces are in eV/Å.

Its SMILES is N#CC(N)(O)C#N. The calculation puts the HOMO energy at -10.79 eV. Its net charge is 0. For the orbital gap, the calculation gives 0.4068 Eh.

=====

[7]
Molecular formula: C5H10N2O3S
Method: DFT, ωB97M-V with the def2-TZVPD basis set

The geometry in XYZ format:
```
21
Properties=species:S:1:pos:R:3:forces:R:3:mulliken_charge:R:1
C 0.241 -0.475 -0.852 -1.6 -0.3 1.3 -0.84
C 1.145 -0.547 0.142 2.3 0.1 -1.7 0.76
C -0.885 0.414 -0.660 0.2 1.4 0.8 0.87
C 2.412 -1.362 0.100 -0.6 -0.1 -0.3 -1.36
C -1.298 1.440 -1.734 0.8 -1.8 1.0 -1.36
N 0.153 1.031 1.424 0.4 1.8 -2.2 -0.65
N -1.672 -0.671 1.745 2.5 0.2 0.2 -0.48
O -3.279 0.835 0.427 1.2 -0.6 0.2 -0.68
O -2.539 -1.349 -0.403 -0.9 -1.4 -1.5 -0.63
O 1.359 0.487 0.961 -0.3 0.7 1.2 -0.19
S -2.232 -0.177 0.334 -1.9 0.9 0.4 1.21
H 0.151 -1.318 -1.529 0.2 0.4 -0.4 0.31
H 2.531 -1.702 1.113 0.8 -0.1 0.5 0.35
H 3.214 -0.718 -0.294 -0.1 -0.2 0.6 0.30
H 2.380 -2.247 -0.529 -0.4 0.1 -0.2 0.38
H -0.889 1.071 -2.650 0.2 -0.2 -0.8 0.38
H -0.788 2.343 -1.519 0.5 1.0 0.3 0.31
H -2.339 1.631 -1.835 -0.9 0.0 0.2 0.41
H 0.272 2.105 1.457 0.3 -2.1 -0.1 0.19
H -2.261 -0.748 2.557 -0.2 0.3 -0.1 0.26
H -0.649 -0.269 1.841 -2.6 -0.3 0.6 0.43
```
Forces are in eV/Å.

The calculation puts the HOMO energy (spin up / spin down) at -8.95 / -9.29 eV. Its net charge is 0. For the orbital gap (spin up / spin down), the calculation gives 0.2934 / 0.3136 Eh.